Below is a 11-piece molecular cluster, C19H60O18 overall at a distorted geometry, with properties calculated with the ωB97M-V functional and the def2-TZVPD basis.

The geometry in XYZ format:
```
97
Properties=species:S:1:pos:R:3:lowdin_charge:R:1
C -10.2099 4.9633 5.6706 -0.16
O -11.6036 5.2163 5.7033 -0.12
H -9.7495 5.6437 4.9587 0.08
H -9.7611 5.3338 6.6113 0.07
H -9.9737 3.8993 5.6356 0.06
H -12.0143 4.7431 6.4310 0.07
C -13.0421 -2.3669 7.7005 -0.15
O -14.4517 -2.1817 7.6413 -0.12
H -12.5761 -2.3481 8.6852 0.07
H -12.7680 -3.3105 7.2161 0.09
H -12.5822 -1.5922 7.0875 0.04
H -14.8532 -3.0524 7.6906 0.07
C -6.3764 2.9150 5.7974 -0.16
O -6.1989 1.9415 4.7790 -0.12
H -5.8332 3.8096 5.4776 0.08
H -7.4059 3.2160 5.9844 0.06
H -5.8922 2.5748 6.7156 0.06
H -7.0678 1.5282 4.6740 0.04
C -13.3841 0.0359 4.5775 -0.22
C -13.0890 0.8662 5.8199 -0.22
O -12.7343 2.2353 5.5506 -0.08
O -12.2483 0.1212 3.7066 -0.06
H -14.2695 0.4554 4.0900 0.12
H -13.6135 -0.9656 4.9461 0.11
H -12.2368 0.3740 6.2968 0.08
H -13.9441 1.0390 6.4723 0.13
H -12.5070 2.3379 4.6184 0.08
H -12.1097 -0.7885 3.4217 0.09
C -5.0196 2.0167 9.8955 -0.24
C -4.3500 0.6671 10.0791 -0.22
O -5.2955 -0.3508 10.3590 -0.09
O -5.6664 2.3898 11.1039 -0.06
H -5.7236 1.8578 9.0624 0.10
H -4.3497 2.7988 9.5420 0.13
H -3.6206 0.6726 10.8925 0.13
H -3.8540 0.4383 9.1282 0.12
H -5.1119 -0.7820 11.2064 0.03
H -6.3901 1.7604 11.2071 0.08
C -7.1222 -2.3249 12.3941 -0.22
C -6.0052 -2.0331 13.3802 -0.20
O -4.7678 -1.6314 12.7633 -0.08
O -7.7528 -1.2002 11.7917 -0.07
H -7.8313 -2.9089 12.9881 0.12
H -6.7424 -3.0233 11.6367 0.12
H -5.8544 -2.9019 14.0279 0.12
H -6.3313 -1.2288 14.0562 0.13
H -4.0449 -1.7814 13.3758 0.10
H -7.0251 -0.6257 11.5020 0.07
C -8.7880 -0.4229 8.7524 -0.25
C -9.8030 0.1518 7.7647 -0.27
O -9.2113 1.0260 6.8593 -0.05
O -9.4730 -1.3373 9.5725 -0.08
H -8.3305 0.4208 9.2822 0.11
H -7.9872 -0.9200 8.1870 0.12
H -10.5189 0.6741 8.4108 0.13
H -10.3675 -0.6948 7.3601 0.10
H -9.8460 1.6698 6.5301 0.07
H -8.8819 -1.5847 10.3042 0.04
C -7.7029 4.3158 9.4276 -0.22
C -7.3758 5.1723 10.6305 -0.24
O -8.5791 5.7287 11.1744 -0.07
O -8.3408 3.1228 9.8805 -0.08
H -6.8298 3.7944 9.0212 0.10
H -8.1903 4.8648 8.6186 0.11
H -6.6600 5.9722 10.3796 0.12
H -6.8318 4.6311 11.4090 0.11
H -8.3170 6.2162 11.9599 0.08
H -9.2524 3.2904 10.1527 0.09
C -11.0747 -3.5907 11.5914 -0.24
C -11.0892 -2.5198 12.6654 -0.22
O -12.4271 -2.3179 13.2007 -0.08
O -11.1234 -4.8723 12.1906 -0.06
H -10.1907 -3.4978 10.9673 0.11
H -11.9666 -3.4724 10.9672 0.12
H -10.7283 -1.5398 12.3366 0.11
H -10.5015 -2.8493 13.5327 0.11
H -12.4278 -1.4440 13.5926 0.07
H -11.9543 -5.0288 12.6430 0.09
C -8.2473 1.6619 1.7204 -0.23
C -9.3102 2.2116 2.6852 -0.24
O -9.0541 1.7443 3.9924 -0.08
O -8.3623 0.2487 1.6273 -0.06
H -7.2536 1.9248 2.0737 0.12
H -8.4040 2.1247 0.7377 0.12
H -10.3048 1.9870 2.2881 0.12
H -9.1582 3.2936 2.6324 0.12
H -9.1197 0.7804 3.8987 0.10
H -9.1911 -0.0023 1.2122 0.09
C -4.3855 -3.5910 9.3339 -0.08
C -4.6019 -3.1909 7.8861 -0.28
O -5.4421 -4.1951 7.2185 -0.11
H -5.3579 -3.5165 9.8200 0.06
H -3.8100 -2.7706 9.7775 0.07
H -3.9559 -4.5725 9.5078 0.07
H -3.7086 -3.0460 7.2748 0.11
H -5.2605 -2.3273 7.7810 0.10
H -4.8397 -4.9253 7.0308 0.07
```

Values from the calculation:
E_LUMO   0.258 eV
Kohn-Sham gap   9.86 eV
Total energy   -2114.005896 a.u.
SMILES   OCCO.OCCO.OCCO.OCCO.OCCO.OCCO.OCCO.CCO.CO.CO.CO
ΔE to the lowest compared entry with this formula, charge and spin   0.0 kJ/mol

***

Below is a 4-piece molecular cluster, C19H61B4BrN10O8P4 overall at a distorted geometry, with properties calculated with the ωB97M-V functional and the def2-TZVPD basis.

The geometry in XYZ format:
```
107
Properties=species:S:1:pos:R:3:lowdin_charge:R:1
C 5.6202 -3.9496 -6.4799 -0.11
O 4.6328 -3.0545 -7.1066 -0.05
B 3.8551 -2.3063 -6.0990 -0.27
O 4.2867 -2.2110 -4.6607 0.02
B 2.4493 -1.5420 -6.4992 -0.24
O 2.2770 -0.1318 -6.0031 0.09
B 1.0431 -0.2459 -5.1483 -0.78
Br 1.3120 -0.0771 -3.1687 0.78
O -0.2292 -0.5039 -5.8509 0.07
B 0.0131 -1.7566 -6.6503 -0.43
P -1.5426 -2.9289 -6.7847 0.77
N -1.3325 -4.2089 -5.7649 -0.35
O 1.3192 -2.1116 -7.2592 0.14
H 6.5233 -3.3797 -5.9579 0.11
H 5.1615 -4.6781 -5.6737 0.12
H 6.0997 -4.6383 -7.3262 0.12
H 5.2393 -1.8600 -4.6199 0.13
H -1.7158 -3.4287 -8.1332 -0.01
H -2.7567 -2.2739 -6.3299 0.01
H -2.1005 -4.2371 -5.0576 -0.06
O -3.2499 -2.1562 -3.7163 -0.32
P -3.7644 -1.7262 -2.3206 0.77
N -5.3149 -2.3864 -2.6073 -0.32
C -6.5976 -1.8611 -2.1642 -0.14
C -5.3490 -3.8478 -2.4928 -0.14
N -3.7322 -0.0671 -2.7733 -0.35
C -4.5980 0.4054 -3.8528 -0.12
C -2.3679 0.4155 -3.0314 -0.15
N -4.3559 -1.2319 -0.7162 -0.30
C -4.7098 0.1353 -0.3348 -0.13
C -3.4876 -1.7955 0.3217 -0.15
H -6.7959 -2.0789 -1.1088 0.08
H -7.4140 -2.3014 -2.7493 0.09
H -6.6888 -0.7853 -2.3087 0.05
H -5.3483 -4.1578 -1.4422 0.07
H -4.4779 -4.3024 -2.9758 0.07
H -6.2316 -4.2690 -2.9857 0.08
H -4.5303 -0.2190 -4.7489 0.08
H -4.3518 1.4340 -4.1407 0.08
H -5.6382 0.4421 -3.5340 0.05
H -1.9915 0.0828 -4.0018 0.06
H -1.6811 0.0480 -2.2600 0.05
H -2.3285 1.5087 -2.9963 0.08
H -3.8372 0.7977 -0.3036 0.08
H -5.1689 0.1451 0.6617 0.09
H -5.4606 0.5684 -1.0010 0.07
H -2.5087 -1.3008 0.3304 0.08
H -3.3250 -2.8631 0.1370 0.08
H -3.9394 -1.7121 1.3144 0.08
O -1.8876 -1.5779 3.6401 -0.31
P -0.9432 -0.8818 4.6505 0.76
N -1.0019 -2.2057 5.7302 -0.32
C -0.9961 -2.1640 7.1848 -0.14
C -0.1797 -3.3397 5.2966 -0.14
N -2.1557 0.2691 5.0552 -0.35
C -3.4002 -0.1795 5.6783 -0.12
C -2.4956 1.1443 3.9241 -0.14
N 0.1425 -0.0815 5.8121 -0.30
C -0.2398 1.0130 6.7042 -0.13
C 1.3965 0.2784 5.1437 -0.15
H 0.0052 -1.9875 7.5934 0.08
H -1.3556 -3.1148 7.5962 0.09
H -1.6639 -1.4051 7.5906 0.05
H 0.8812 -3.1517 5.4945 0.07
H -0.2922 -3.5215 4.2228 0.07
H -0.4751 -4.2662 5.8004 0.08
H -3.8570 -1.0194 5.1460 0.08
H -4.1378 0.6299 5.7248 0.08
H -3.2368 -0.4733 6.7137 0.05
H -3.1338 0.6414 3.1934 0.07
H -1.5854 1.4708 3.4077 0.07
H -3.0051 2.0487 4.2709 0.08
H -0.4638 1.9364 6.1579 0.08
H 0.5739 1.2327 7.4066 0.09
H -1.0977 0.7543 7.3306 0.07
H 1.2462 1.1050 4.4386 0.07
H 1.7824 -0.5791 4.5815 0.08
H 2.1711 0.5585 5.8635 0.08
O 3.2375 1.7690 1.9934 -0.31
P 3.3762 2.8591 0.9025 0.75
N 4.5551 1.9610 0.0507 -0.32
C 5.7115 2.4741 -0.6685 -0.13
C 3.9876 0.8493 -0.7188 -0.15
N 4.1343 3.9326 2.0121 -0.35
C 5.4228 3.5722 2.6023 -0.12
C 3.2307 4.3473 3.0949 -0.14
N 3.5357 4.1122 -0.3516 -0.30
C 4.2347 5.3861 -0.1834 -0.13
C 2.2243 4.3756 -0.9513 -0.15
H 5.4446 2.8870 -1.6477 0.08
H 6.4425 1.6743 -0.8375 0.09
H 6.2496 3.2423 -0.1145 0.05
H 3.5158 1.2112 -1.6388 0.03
H 3.2261 0.3164 -0.1401 0.07
H 4.7521 0.1098 -0.9801 0.08
H 5.4267 2.5585 3.0143 0.08
H 5.7005 4.2629 3.4068 0.08
H 6.2253 3.6520 1.8712 0.06
H 3.1054 3.5646 3.8472 0.07
H 2.2401 4.5897 2.6931 0.07
H 3.6027 5.2508 3.5879 0.08
H 3.7261 6.0496 0.5254 0.08
H 4.2993 5.9138 -1.1432 0.09
H 5.2703 5.2492 0.1391 0.07
H 1.5675 4.9050 -0.2502 0.08
H 1.7384 3.4318 -1.2223 0.07
H 2.3118 4.9612 -1.8710 0.08
```

Values from the calculation:
E_LUMO   -1.307 eV
Kohn-Sham gap   6.45 eV
Total energy   -5948.679004 a.u.
SMILES   COB(O)B1OB(Br)OB([PH2]=N)O1.CN(C)P(=O)(N(C)C)N(C)C.CN(C)P(=O)(N(C)C)N(C)C.CN(C)P(=O)(N(C)C)N(C)C

***

Below is a 9-piece molecular cluster, C19H61O24P5 overall at a distorted geometry, with properties calculated with the ωB97M-V functional and the def2-TZVPD basis.

The geometry in XYZ format:
```
109
Properties=species:S:1:pos:R:3:lowdin_charge:R:1
C -7.7817 -23.3185 24.0585 -0.17
O -7.2283 -22.0362 23.8537 -0.13
H -8.2062 -23.6507 23.1111 0.08
H -6.9904 -23.9900 24.3917 0.08
H -8.5603 -23.1975 24.8117 0.08
H -6.6336 -21.9152 24.5975 0.07
C -7.6226 -15.6789 20.9929 -0.16
O -8.1527 -14.3533 21.0377 -0.13
H -6.8965 -15.8414 20.1964 0.08
H -7.1145 -15.8964 21.9324 0.07
H -8.4447 -16.3881 20.8956 0.07
H -8.3264 -14.1025 21.9479 0.07
C -7.4669 -21.5849 17.8417 -0.18
O -6.5530 -21.1126 18.7914 -0.11
H -7.0429 -21.8743 16.8802 0.08
H -8.1858 -22.3111 18.2210 0.08
H -8.1409 -20.7574 17.6203 0.07
H -6.8767 -21.2106 19.6899 0.08
C -13.6005 -22.2595 15.6900 -0.16
O -12.4579 -21.9963 14.8627 -0.12
H -13.4161 -22.0755 16.7484 0.07
H -14.4264 -21.6015 15.4198 0.07
H -13.9917 -23.2704 15.5762 0.07
H -12.4020 -21.0632 14.6443 0.07
C 1.4221 -15.0486 20.5049 -0.15
O 1.2574 -15.0501 21.8706 -0.21
P -0.0819 -15.7668 22.4953 0.53
O -0.1568 -15.6811 23.9919 -0.25
O -1.4074 -15.2578 21.6586 -0.23
C -1.8989 -13.9736 21.9531 -0.13
O 0.1424 -17.2901 21.9105 -0.23
C -0.8736 -18.2754 21.8718 -0.12
H 1.2863 -14.0446 20.1029 0.09
H 0.7264 -15.7290 20.0140 0.08
H 2.4107 -15.4416 20.2675 0.10
H -1.2006 -13.3612 22.5236 0.09
H -2.8819 -13.8462 22.4065 0.09
H -1.8986 -13.4772 20.9828 0.09
H -1.8549 -17.9172 22.1831 0.08
H -0.6271 -19.1762 22.4339 0.09
H -1.1581 -18.5056 20.8451 0.09
C -5.6021 -31.5719 22.1870 -0.06
O -5.3965 -30.5828 21.1266 -0.21
P -4.1519 -29.5851 21.0125 0.44
O -2.7971 -30.2297 20.8031 -0.28
O -4.2153 -28.7295 22.4013 -0.24
C -3.1475 -27.8917 22.7824 -0.12
O -4.5419 -28.5682 19.8724 -0.20
C -3.5926 -27.8377 19.1172 -0.10
H -6.6251 -31.9478 22.2001 0.09
H -5.5177 -31.1085 23.1700 0.08
H -4.9028 -32.4058 22.1262 0.09
H -2.4025 -28.0405 22.0008 0.08
H -2.8326 -28.1535 23.7926 0.09
H -3.3524 -26.8238 22.8574 0.08
H -3.7050 -28.0548 18.0549 0.09
H -2.5545 -28.0929 19.3302 0.08
H -3.6852 -26.7709 19.3209 0.09
C -11.8001 -32.0323 14.8069 -0.10
O -12.8171 -31.0295 14.8390 -0.22
P -13.3742 -30.6945 16.3128 0.41
O -13.9610 -31.8128 17.0636 -0.23
O -14.4232 -29.4747 16.0324 -0.23
C -15.3451 -29.0758 17.0609 -0.10
O -12.1222 -30.0027 17.0207 -0.22
C -11.5429 -28.8786 16.4075 -0.12
H -10.9674 -31.9029 15.4983 0.09
H -11.3781 -32.0362 13.8019 0.09
H -12.2392 -33.0027 15.0385 0.09
H -16.3659 -29.3446 16.7892 0.09
H -15.3048 -27.9921 17.1709 0.08
H -15.1091 -29.4416 18.0602 0.09
H -10.4996 -28.9841 16.1097 0.09
H -11.6304 -28.0871 17.1518 0.09
H -12.1270 -28.5545 15.5462 0.08
C -4.6333 -15.7788 8.8309 -0.08
O -5.5189 -16.5619 7.9831 -0.23
P -5.0676 -18.0868 7.6537 0.43
O -5.9802 -18.8479 6.7669 -0.24
O -3.6116 -17.8917 6.9851 -0.23
C -3.5744 -17.2255 5.7588 -0.13
O -4.7550 -18.7882 9.0748 -0.21
C -5.9090 -19.2287 9.7844 -0.12
H -5.2535 -15.3642 9.6257 0.09
H -4.2698 -14.9274 8.2556 0.09
H -3.8051 -16.3830 9.2011 0.08
H -4.4379 -17.4542 5.1342 0.09
H -2.7816 -17.7643 5.2397 0.09
H -3.2428 -16.1899 5.8339 0.09
H -6.1778 -18.7304 10.7158 0.09
H -5.7521 -20.3040 9.8693 0.10
H -6.8520 -19.1707 9.2408 0.08
C 3.6315 -23.9354 13.6222 -0.09
O 2.8072 -24.1134 14.7890 -0.23
P 1.8410 -22.9028 15.3184 0.46
O 1.3510 -23.1048 16.7178 -0.25
O 2.6552 -21.5517 15.0323 -0.22
C 3.7428 -21.1626 15.7972 -0.14
O 0.6888 -22.8071 14.1818 -0.23
C -0.4919 -22.0222 14.4415 -0.09
H 3.2713 -23.0083 13.1765 0.08
H 3.5498 -24.7212 12.8712 0.09
H 4.6599 -23.8501 13.9731 0.09
H 4.3613 -20.4659 15.2314 0.09
H 4.3969 -21.9047 16.2549 0.10
H 3.5308 -20.5428 16.6684 0.09
H -0.6678 -21.8859 15.5086 0.08
H -1.3017 -22.6826 14.1314 0.09
H -0.4677 -21.1064 13.8508 0.09
```

Values from the calculation:
E_LUMO   0.187 eV
Kohn-Sham gap   10.45 eV
Total energy   -4273.309819 a.u.
SMILES   COP(=O)(OC)OC.COP(=O)(OC)OC.COP(=O)(OC)OC.COP(=O)(OC)OC.COP(=O)(OC)OC.CO.CO.CO.CO
ΔE to the lowest compared entry with this formula, charge and spin   381.4 kJ/mol

***

Below is a 13-piece molecular cluster, C19H64O19 overall at a distorted geometry, with properties calculated with the ωB97M-V functional and the def2-TZVPD basis.

The geometry in XYZ format:
```
102
Properties=species:S:1:pos:R:3:lowdin_charge:R:1
C 4.2771 -2.9810 -0.9802 -0.16
O 3.4436 -3.1453 0.1439 -0.13
H 4.5323 -1.9217 -1.1054 0.06
H 5.2238 -3.5067 -0.8828 0.07
H 3.7806 -3.2868 -1.9054 0.08
H 2.5823 -2.7305 -0.0198 0.03
C -2.2018 -2.7553 2.4974 -0.14
O -2.0332 -1.6880 3.4381 -0.13
H -1.2333 -3.2450 2.4286 0.06
H -2.9915 -3.4407 2.8119 0.08
H -2.4571 -2.3466 1.5134 0.07
H -2.9034 -1.2935 3.5569 0.07
C -0.7813 -3.4721 -2.7717 -0.10
O -1.0074 -3.9541 -1.4392 -0.13
H -1.2658 -2.5040 -2.8569 0.06
H 0.2867 -3.4572 -2.9929 0.08
H -1.0667 -4.1901 -3.5494 0.09
H -1.9579 -4.0851 -1.3581 0.10
C 1.6018 2.9585 1.8869 -0.11
O 0.3704 3.4666 1.3648 -0.14
H 1.9092 2.0140 1.4286 0.06
H 2.4043 3.6953 1.8212 0.09
H 1.3529 2.7533 2.9313 0.08
H 0.4940 3.6974 0.4340 0.05
C 4.4093 0.7903 0.2848 -0.14
O 3.7675 0.6087 -0.9836 -0.13
H 5.4815 0.6184 0.1845 0.08
H 4.2744 1.8253 0.6164 0.07
H 3.9225 0.1462 1.0168 0.07
H 3.5881 1.4756 -1.3501 0.06
C 1.1169 -0.3300 -3.7733 -0.16
O 1.8454 -1.4354 -3.2910 -0.13
H 1.5894 0.6275 -3.5256 0.07
H 1.0699 -0.4199 -4.8621 0.09
H 0.0635 -0.3353 -3.4570 0.05
H 1.7581 -1.4325 -2.3165 0.04
C -2.1064 1.8865 3.1655 -0.16
O -1.4145 3.0900 3.4319 -0.14
H -3.1474 1.9929 3.4650 0.09
H -1.9929 1.6066 2.1194 0.06
H -1.7011 1.0651 3.7687 0.05
H -0.6974 3.2417 2.7930 0.02
C 1.2513 -0.4735 4.0787 -0.24
C 1.1011 -0.4805 5.6050 -0.24
O 1.5440 -1.6649 6.2268 -0.05
O 2.5269 -0.0709 3.5970 -0.08
H 0.5089 0.2403 3.6970 0.10
H 1.0616 -1.4649 3.6693 0.12
H 0.0440 -0.3268 5.8353 0.12
H 1.6385 0.4056 5.9676 0.12
H 2.4138 -1.5240 6.6054 0.09
H 2.6523 0.8677 3.7637 0.07
C -3.5663 0.5358 -3.5984 -0.24
C -2.4578 1.4079 -4.1894 -0.23
O -2.0622 0.8902 -5.4594 -0.06
O -3.0980 -0.7681 -3.3394 -0.07
H -4.4977 0.5307 -4.1788 0.12
H -3.9018 1.0196 -2.6745 0.11
H -1.6465 1.3063 -3.4616 0.10
H -2.7966 2.4414 -4.2696 0.12
H -2.2459 1.5749 -6.1063 0.09
H -2.7993 -1.1831 -4.1571 0.09
C -3.1100 2.7728 -0.4879 -0.28
C -3.2201 3.9694 0.4519 -0.23
O -2.7266 5.1297 -0.2085 -0.07
O -3.6045 1.5873 0.0556 -0.06
H -2.0330 2.7667 -0.7068 0.11
H -3.6176 3.0581 -1.4185 0.11
H -2.6145 3.7925 1.3455 0.10
H -4.2357 4.1315 0.8260 0.12
H -2.3960 5.7523 0.4407 0.09
H -2.9070 0.9014 -0.0059 0.04
C 0.1301 -5.6537 1.4273 -0.25
C 1.1245 -5.9322 2.5428 -0.25
O 2.2722 -6.5698 2.0327 -0.06
O 0.6668 -4.5905 0.6593 -0.09
H -0.8404 -5.3314 1.8299 0.10
H -0.0203 -6.5593 0.8325 0.12
H 0.6686 -6.6195 3.2593 0.12
H 1.3393 -5.0058 3.0848 0.12
H 2.6392 -6.0168 1.3301 0.08
H 0.2205 -4.5088 -0.2009 0.04
C 0.4907 4.7485 -1.9488 -0.20
C -0.5319 4.6089 -3.0689 -0.24
O 0.0663 4.0482 -4.2128 -0.06
O 0.9317 3.4331 -1.5434 -0.10
H 0.0838 5.1897 -1.0389 0.11
H 1.3734 5.3082 -2.2770 0.12
H -0.9393 5.6121 -3.2597 0.13
H -1.3738 3.9996 -2.7486 0.10
H 0.5844 4.6928 -4.7005 0.09
H 1.3689 3.0129 -2.2937 0.08
C 0.6605 -0.7395 0.3615 -0.17
C -0.2908 0.3279 -0.1638 -0.20
O -1.5837 -0.1584 -0.4663 -0.06
O 1.0230 -1.7296 -0.6034 -0.08
H 0.4499 -1.1227 1.3640 0.12
H 1.6459 -0.2848 0.5427 0.11
H 0.1674 0.8997 -0.9730 0.11
H -0.3691 1.0208 0.6804 0.10
H -1.6521 -0.4298 -1.3928 0.08
H 0.3023 -2.3782 -0.6405 0.07
```

Values from the calculation:
E_LUMO   0.069 eV
Kohn-Sham gap   9.27 eV
Total energy   -2191.650699 a.u.
ΔE to the lowest compared entry with this formula, charge and spin   79.3 kJ/mol